The following is a quantum chemistry calculation of C11H16ClO3PTi as an isolated structure at a distorted geometry, from the Open Molecules 2025 dataset.

Geometry (Å):
Cl -0.09990 2.54622 -2.51973
C -3.28958 -0.17991 -0.49532
C -2.64670 -1.42081 -0.09990
C -1.64500 -1.72387 -1.06770
H -2.92137 -2.01917 0.74404
C -1.61631 -0.66998 -2.03836
C -2.64806 0.27942 -1.69291
H -2.85315 1.19692 -2.25814
H -4.09723 0.29125 0.02695
H -1.07772 -2.66080 -1.15522
C -0.73544 -0.59211 -3.23619
Ti -1.13620 0.30763 -0.06228
C -1.81948 0.53123 1.91808
C -0.77093 2.53618 -0.73191
O -1.88231 0.81671 3.03871
O -0.60860 3.49631 -0.03467
H 0.22976 -1.08839 -3.05339
H -0.53127 0.46234 -3.48222
H -1.22925 -1.05881 -4.10952
C 2.03606 -1.39368 2.45048
P 1.85605 -0.15248 1.18461
C 1.70102 1.38585 1.97179
C 3.28995 -0.14695 0.14760
O 0.62141 -0.44789 0.26247
H 1.10814 -1.37629 3.05508
H 2.90822 -1.19743 3.11947
H 2.16777 -2.36772 1.94493
H 2.57813 1.57583 2.59330
H 1.63998 2.14355 1.20585
H 0.82568 1.35894 2.59662
H 3.36020 -1.15922 -0.28473
H 3.06433 0.60680 -0.62852
H 4.22178 0.12033 0.69074

Output
**LUMO level**: -0.365 hartree
**Total energy**: -62720.2964 eV
**Total charge**: +2
**Frontier orbital gap**: 6.2 eV